{
  "formula": "C5H9NO",
  "method": "ωB97M-V with the def2-TZVPD basis set",
  "lumo_energy_ev": 0.3321,
  "homo_lumo_gap_ev": 8.376,
  "homo_energy_ha": -0.29562,
  "de_lowest_kj_mol": 615.0,
  "charge": 0,
  "total_energy_ha": -325.70331,
  "molar_mass_g_mol": 99.133,
  "species": ["O", "C", "C", "C", "C", "N", "C", "H", "H", "H", "H", "H", "H", "H", "H", "H"],
  "coordinates": [[2.4628, -0.8016, -1.2004], [1.1181, -0.7527, -0.9051], [0.1587, -1.0536, 1.1493], [-0.4253, 0.2015, 0.5344], [-1.8648, 0.5070, 0.3676], [-1.0839, 1.0927, 1.4659], [0.5758, 0.6188, -0.5221], [2.9229, -0.2714, -0.5340], [0.5592, -1.2541, -1.6965], [1.0079, -1.3880, 0.1391], [-0.6257, -1.8362, 1.1123], [-2.6009, -0.2361, 0.6706], [-2.1653, 1.1611, -0.4509], [-0.8314, 2.0560, 1.2682], [0.1663, 1.1605, -1.3820], [1.3769, 1.2272, -0.0821]]
}